Entry 1:
Density functional theory data (ωB97M-V/def2-TZVPD) for a 2-piece molecular cluster, C2H8N2O overall in a non-equilibrium geometry.

LUMO level = 0.0353 Eh
Relative energy (zero: lowest compared OMol25 entry of this formula, charge and spin) = 2.989 eV
Charge = 0
HOMO-LUMO gap = 9.72 eV
SMILES = [H]/N=C/NC.O
HOMO = -8.8 eV

Geometry (Å):
O 3.0564 -1.3292 3.2653
N 0.8957 0.7535 0.1848
N -0.8731 0.7247 -1.3740
C -0.3402 0.3864 -0.0634
C -2.0722 0.1022 -1.7134
H -2.8231 0.8935 -1.3977
H -2.1235 -0.9386 -1.3585
H -2.2111 0.1026 -2.8704
H -1.1005 -0.1144 0.5894
H 3.7238 -0.6120 2.8807
H 3.1005 -2.0046 2.5508
H -0.0029 0.9334 -1.8930
H 0.7701 1.1023 1.1993

Forces on the atoms, in the same order (eV/Å):
O 2.372 1.654 -2.114
N -3.094 0.742 2.041
N 4.639 -0.865 3.902
C 0.392 1.719 -2.576
C -2.045 1.015 -3.366
H -0.148 -1.915 0.034
H -0.632 0.550 0.028
H 0.327 -0.274 1.903
H 0.623 0.774 -0.093
H -2.211 -2.199 1.355
H -0.189 0.563 0.752
H -1.314 -0.230 -0.586
H 1.279 -1.532 -1.281

---

Entry 2:
Density functional theory data (ωB97M-V/def2-TZVPD) for a 2-piece molecular cluster, C2H8N2O2 overall in a non-equilibrium geometry.

LUMO level = 0.0124 Eh
Relative energy (zero: lowest compared OMol25 entry of this formula, charge and spin) = 1.977 eV
Charge = 0
HOMO-LUMO gap = 9.58 eV
SMILES = NCNC=O.O
HOMO = -9.2 eV

Geometry (Å):
O 2.5447 -0.3422 0.6313
O -2.6523 -1.0198 0.3239
N 0.2139 -0.1996 0.3523
N -0.7746 1.6356 -1.0968
C 1.4160 -0.8162 0.8238
C 0.3863 0.8121 -0.8281
H -3.5300 -0.5990 0.0536
H -0.7704 -0.4665 0.4648
H -2.3351 -1.6714 -0.2550
H -0.8235 2.4500 -0.4933
H 1.1932 -1.7150 1.4753
H -1.7454 1.4471 -1.2907
H 0.5990 0.0670 -1.7152
H 1.3832 1.3567 -0.6437

Forces on the atoms, in the same order (eV/Å):
O -2.198 -1.226 0.077
O -2.099 2.542 1.412
N 2.341 0.893 -0.974
N 1.172 1.746 0.846
C -1.320 1.557 -0.025
C 0.391 -2.858 -0.505
H 2.053 -1.381 0.147
H 0.884 -0.396 0.439
H -0.074 -1.322 -1.632
H 0.434 -0.143 -0.050
H 0.414 0.713 -0.562
H 0.500 -1.527 -0.206
H -0.471 1.793 1.285
H -2.027 -0.390 -0.249